{
  "formula": "C35H33N2O3RuS3SbSe4",
  "method": "wB97M-V/def2-TZVPD",
  "multiplicity": 2,
  "orbital_gap_ev": [6.30, 5.32],
  "relative_energy_kj_mol": 18.9,
  "charge": -1,
  "s_squared": 0.759,
  "energy_ev": -348966.45130,
  "symbols": ["Ru", "S", "C", "C", "C", "C", "C", "C", "N", "C", "C", "C", "C", "C", "C", "C", "H", "H", "H", "H", "H", "H", "H", "H", "O", "S", "C", "C", "C", "C", "S", "O", "C", "C", "C", "C", "C", "C", "C", "C", "C", "C", "C", "C", "H", "H", "H", "H", "H", "H", "H", "H", "H", "H", "H", "H", "H", "H", "H", "H", "H", "H", "O", "C", "C", "C", "C", "C", "C", "N", "H", "H", "H", "H", "H", "H", "H", "Se", "Sb", "Se", "Se", "Se"],
  "positions_angstrom": [[-0.2506, -0.8137, 0.0930], [2.6807, -4.2032, 0.6787], [3.5898, -2.9478, -0.1088], [4.9267, -2.9454, -0.4878], [5.4269, -1.8158, -1.1105], [4.6101, -0.7048, -1.3388], [3.2849, -0.7099, -0.9499], [2.7626, -1.8438, -0.3397], [1.4508, -2.0138, 0.0932], [1.2750, -3.1920, 0.6407], [-0.0342, -3.5214, 1.1561], [-0.3463, -4.7119, 1.8150], [-1.6241, -4.8975, 2.3043], [-2.5687, -3.8795, 2.1430], [-2.2480, -2.7019, 1.4895], [-0.9679, -2.4837, 0.9523], [5.5601, -3.8018, -0.2957], [6.4673, -1.7857, -1.4074], [5.0085, 0.1893, -1.8017], [2.6634, 0.1637, -1.0838], [0.4083, -5.4794, 1.9562], [-1.8868, -5.8113, 2.8220], [-3.5668, -4.0144, 2.5465], [-2.9939, -1.9193, 1.3980], [-1.9856, -0.3440, 3.4958], [-2.1933, 0.3406, 4.7977], [-2.8153, 2.0368, 4.4116], [-2.6699, 2.4142, 2.9395], [-3.7570, 1.7842, 2.0785], [-3.7577, 2.2312, 0.6208], [-2.3788, 1.5223, -0.3514], [-2.2440, 0.1091, 0.1779], [-3.2657, 1.3459, -1.8907], [-3.8659, 0.1392, -2.2089], [-4.5052, 0.0073, -3.4331], [-4.5402, 1.0752, -4.3200], [-3.9249, 2.2763, -3.9925], [-3.2709, 2.4117, -2.7770], [-0.5955, 0.8239, 5.4506], [-0.4170, 0.7722, 6.8258], [0.8082, 1.1424, 7.3639], [1.8392, 1.5424, 6.5242], [1.6545, 1.5769, 5.1472], [0.4309, 1.2149, 4.6034], [-2.2842, 2.7356, 5.0556], [-3.8663, 2.0292, 4.7117], [-1.6838, 2.1282, 2.5633], [-2.7264, 3.5054, 2.8750], [-4.7420, 2.0520, 2.4775], [-3.6691, 0.6968, 2.1252], [-3.6208, 3.3125, 0.5323], [-4.6958, 1.9601, 0.1371], [-3.8025, -0.6803, -1.5043], [-4.9700, -0.9338, -3.6991], [-5.0337, 0.9655, -5.2774], [-3.9303, 3.0999, -4.6946], [-2.7402, 3.3242, -2.5326], [-1.2265, 0.4395, 7.4653], [0.9606, 1.1060, 8.4354], [2.7977, 1.8213, 6.9441], [2.4505, 1.8863, 4.4817], [0.2888, 1.2180, 3.5285], [-0.3475, 1.2486, -2.4584], [0.4055, 0.2350, -3.0731], [-0.3177, -1.0836, -3.0024], [-0.4177, -1.8435, -4.1639], [-1.1433, -3.0164, -4.1712], [-1.8160, -3.3683, -3.0135], [-1.6579, -2.5801, -1.8915], [-0.8689, -1.4905, -1.8446], [0.2908, 1.8628, -2.0466], [1.3956, 0.1361, -2.6249], [0.5695, 0.4665, -4.1324], [0.0650, -1.4795, -5.0608], [-1.2134, -3.6205, -5.0669], [-2.4453, -4.2460, -2.9621], [-2.1725, -2.8290, -0.9790], [4.6400, 1.5109, 1.7119], [2.8325, 2.6534, 0.3695], [0.6811, 1.3981, 0.8010], [2.7090, 4.6520, 1.7051], [3.1696, 2.6186, -2.0328]],
  "forces_ev_per_angstrom": [[-0.16, -0.31, -0.62], [0.03, -0.03, 0.01], [-0.08, -0.01, -0.01], [0.03, 0.01, -0.01], [-0.02, -0.02, 0.02], [-0.02, -0.01, 0.04], [-0.03, -0.09, 0.08], [0.10, -0.05, -0.03], [0.02, -0.01, 0.04], [-0.06, 0.02, -0.03], [0.00, 0.00, -0.08], [-0.04, -0.02, 0.03], [0.04, -0.02, 0.00], [0.02, 0.03, -0.06], [-0.07, -0.01, -0.04], [0.13, 0.38, 0.10], [-0.01, -0.01, 0.00], [0.01, -0.01, 0.00], [-0.03, 0.01, 0.02], [0.03, -0.07, -0.07], [0.01, 0.00, -0.01], [0.01, 0.00, 0.00], [0.00, 0.01, 0.00], [0.03, -0.02, 0.03], [0.02, 0.00, -0.02], [0.01, 0.16, 0.11], [-0.01, -0.05, -0.01], [0.05, -0.04, 0.02], [-0.04, -0.04, -0.09], [-0.07, 0.01, 0.01], [-0.07, 0.09, 0.08], [0.15, 0.02, 0.11], [-0.05, 0.03, -0.12], [0.02, 0.05, 0.05], [-0.01, 0.00, -0.01], [0.00, -0.01, -0.01], [0.01, 0.01, 0.02], [-0.04, -0.02, 0.00], [0.01, -0.03, -0.02], [-0.01, 0.04, -0.02], [0.00, 0.00, -0.01], [0.02, 0.01, 0.00], [-0.05, 0.01, -0.06], [-0.03, -0.06, -0.04], [0.03, -0.05, 0.05], [-0.02, 0.03, -0.04], [0.03, 0.00, 0.02], [0.01, 0.00, -0.05], [0.02, 0.00, 0.06], [0.01, 0.04, -0.03], [-0.05, 0.02, -0.01], [0.03, -0.07, -0.01], [-0.01, -0.01, -0.01], [0.00, -0.01, 0.01], [0.00, 0.00, 0.00], [0.00, 0.00, 0.00], [0.00, 0.00, 0.00], [0.00, -0.01, 0.00], [0.00, 0.00, 0.00], [-0.01, 0.01, 0.00], [0.04, 0.01, 0.01], [0.02, -0.02, -0.01], [0.21, 0.28, -0.03], [0.19, -0.19, -0.06], [-0.05, 0.16, -0.01], [-0.10, 0.09, 0.01], [-0.04, -0.04, -0.01], [-0.01, 0.02, -0.06], [0.04, 0.07, -0.08], [0.07, -0.52, 0.25], [-0.12, -0.20, 0.05], [0.00, 0.06, 0.10], [-0.01, -0.01, 0.02], [0.01, 0.00, 0.00], [0.00, 0.00, 0.00], [0.00, 0.01, 0.01], [0.05, -0.05, 0.09], [-0.06, 0.16, -0.07], [-0.32, -0.39, 0.16], [0.05, 0.36, 0.20], [0.19, 0.02, 0.04], [-0.06, 0.29, -0.02]]
}